1.
C7H12Br2O as an isolated structure in a non-equilibrium geometry. Source: the OMol25 dataset; level of theory: wB97M-V/def2-TZVPD.

The geometry in XYZ format:
```
22
Properties=species:S:1:pos:R:3:forces:R:3
C 0.323 -0.241 -0.931 -0.36 2.89 0.47
C 0.085 -0.116 0.607 2.75 0.71 -0.43
C 1.616 -0.097 -0.108 -2.61 -0.65 1.08
C -0.041 1.091 -1.704 0.91 -0.74 -1.59
C 0.188 -1.478 -1.754 -1.39 -1.44 1.00
C -0.312 -1.284 1.463 0.71 2.00 2.18
C -1.265 1.703 1.802 0.04 -2.74 -0.92
O -0.082 1.188 1.192 0.29 -0.73 -1.56
Br 2.573 1.523 -0.190 0.42 0.05 0.23
Br 2.744 -1.649 0.236 -0.28 0.61 -0.11
H -0.016 2.015 -1.087 0.03 -0.89 -0.41
H -1.016 1.058 -2.290 1.07 -0.33 0.97
H 0.802 1.122 -2.496 -1.40 0.46 1.07
H 0.745 -2.271 -1.202 -0.45 0.26 -0.93
H 0.585 -1.329 -2.760 0.07 -0.05 0.17
H -0.892 -1.825 -1.827 1.19 0.50 -0.04
H 0.153 -1.300 2.515 -0.65 0.36 -1.56
H -0.124 -2.204 1.054 0.91 -2.15 -1.34
H -1.369 -1.279 1.541 -1.28 0.21 0.46
H -2.207 1.612 1.283 -0.11 0.17 -1.14
H -1.054 2.694 2.027 0.33 1.69 0.61
H -1.435 1.070 2.627 -0.22 -0.20 1.79
```
Positions in Å, forces in eV/Å.

ΔE to the lowest compared entry with this formula, charge and spin: 240.35 kJ/mol
largest force on an atom: 0.05912 Eh/bohr
M: 271.98 g mol⁻¹
multiplicity: 1
gap between HOMO and LUMO: 9.392 eV
net charge: 0

2.
C7H12CrO7P2 as an isolated structure. Source: the OMol25 dataset; level of theory: wB97M-V/def2-TZVPD.

The geometry in XYZ format:
```
29
Properties=species:S:1:pos:R:3:forces:R:3
Cr -0.756 0.523 1.030 0.02 0.66 -0.01
C -1.654 -0.089 2.981 -0.08 0.03 -0.02
C -2.484 -0.498 1.904 -0.06 0.11 0.05
C -2.954 0.673 1.241 -0.11 0.00 0.20
C -2.389 1.791 1.880 -0.03 -0.09 0.02
C -1.578 1.318 2.955 -0.11 -0.04 -0.01
H -1.177 -0.737 3.698 0.14 -0.03 -0.10
H -2.762 -1.512 1.666 0.12 -0.02 -0.08
H -3.623 0.693 0.397 0.11 0.00 -0.10
H -2.561 2.825 1.627 0.10 0.00 -0.09
H -1.040 1.935 3.658 0.14 0.00 -0.09
C 2.306 -1.665 -1.746 -0.02 0.03 0.05
C 1.650 -0.311 -1.472 0.03 0.00 0.00
O 2.056 0.694 -2.396 0.06 -0.01 0.06
P -0.154 -0.372 -1.716 -0.27 -0.02 0.10
O -0.769 -1.712 -1.161 0.04 0.13 0.06
O -0.442 -0.488 -3.251 -0.03 0.24 0.07
O -0.829 0.772 -0.988 0.08 -0.89 0.07
P 1.945 0.167 0.295 -0.16 -0.10 0.12
O 1.283 1.659 0.443 -0.01 -0.14 0.06
O 3.351 0.110 0.673 -0.05 -0.03 -0.09
O 0.811 -0.603 1.022 0.06 0.01 -0.06
H 2.067 -2.019 -2.750 0.00 0.03 0.00
H 2.001 -2.410 -1.009 0.00 0.02 -0.01
H 3.388 -1.555 -1.661 0.00 0.01 0.01
H 3.023 0.749 -2.404 -0.07 -0.02 0.00
H -0.560 -2.531 -1.623 0.03 -0.11 -0.11
H -0.082 0.219 -3.802 0.13 0.11 -0.14
H 1.932 2.370 0.508 -0.06 0.13 0.04
```
Positions in Å, forces in eV/Å.

largest force on an atom: 0.01740 Eh/bohr
M: 322.11 g mol⁻¹
multiplicity: 4
gap between HOMO and LUMO (alpha / beta): 8.887 / 10.024 eV
net charge: +1

3.
An isolated ion of composition C7H12I2N3O and charge +1 in a non-equilibrium geometry. Source: the OMol25 dataset; level of theory: wB97M-V/def2-TZVPD.

The geometry in XYZ format:
```
25
Properties=species:S:1:pos:R:3:forces:R:3
C -0.836 -0.026 0.144 -5.12 1.76 1.81
C 0.393 0.440 0.183 0.82 -0.24 -0.47
C -0.555 -2.039 -1.183 0.95 -0.09 0.90
C -1.336 2.424 0.999 0.34 1.32 -1.02
C 0.710 -1.222 -1.638 -1.30 -2.40 -3.15
C 0.039 2.192 1.725 -1.86 0.57 1.44
C 2.302 -1.217 0.156 -2.89 3.03 4.07
N -1.343 -1.246 -0.243 -0.12 0.38 -0.15
N -2.076 1.178 0.747 3.71 -3.08 -0.27
N 1.368 -0.412 -0.682 -0.47 0.25 3.40
O 0.896 1.570 0.811 0.85 -2.30 -1.93
I -3.025 -2.333 0.482 1.31 1.17 -0.24
I -3.676 1.352 -0.505 0.44 0.08 -0.17
H -1.158 -2.160 -2.072 0.03 -0.44 -0.39
H -0.324 -3.046 -0.739 0.00 0.95 -0.46
H -2.100 3.032 1.514 0.84 0.06 0.26
H -1.037 3.016 0.067 -0.58 -0.83 0.80
H 1.520 -1.897 -2.078 -1.32 0.66 0.54
H 0.332 -0.626 -2.481 0.39 0.27 0.42
H 0.621 3.098 1.972 -0.91 -0.02 -0.24
H -0.133 1.685 2.727 0.44 -0.22 -1.37
H 2.955 -1.789 -0.320 2.67 -2.25 -2.69
H 2.784 -0.385 0.663 0.63 -0.57 0.64
H 1.747 -1.825 0.908 0.18 0.58 -0.72
H 1.935 0.235 -1.154 0.97 1.35 -1.00
```
Positions in Å, forces in eV/Å.

ΔE to the lowest compared entry with this formula, charge and spin: 0.00 kJ/mol
structure (SMILES): C[N@H+]1CCN(I)C2=C1OCCN2I
largest force on an atom: 0.11349 Eh/bohr
M: 408.00 g mol⁻¹
multiplicity: 1
gap between HOMO and LUMO: 7.264 eV
net charge: +1

4.
One molecule with the formula C7H12IN in a non-equilibrium geometry. Source: the OMol25 dataset; level of theory: wB97M-V/def2-TZVPD.

The geometry in XYZ format:
```
21
Properties=species:S:1:pos:R:3:forces:R:3
C 0.515 1.177 -1.157 0.02 -0.10 -1.57
C 0.216 -0.351 -1.339 1.02 -0.39 0.68
C -0.712 -2.331 0.048 0.76 -2.48 1.03
C 0.409 -1.600 0.901 -0.13 -0.88 0.59
C -0.168 1.700 0.089 -1.77 -1.33 -0.10
C -0.438 -0.892 -0.081 0.31 0.50 -1.17
C 0.705 1.781 1.267 -0.13 -0.25 1.51
N -1.422 -0.028 0.412 1.81 3.35 1.25
I -3.033 0.262 -0.750 -0.57 0.04 -0.55
H 1.642 1.211 -1.226 -1.12 0.65 0.82
H 0.153 1.726 -2.079 0.30 -0.59 1.05
H -0.625 -0.459 -1.994 0.27 -0.22 -1.44
H 1.196 -0.899 -1.582 -1.83 0.52 -0.17
H -0.382 -3.193 -0.655 -0.62 1.99 0.99
H -1.580 -2.603 0.712 0.91 0.38 -1.02
H 0.191 -1.510 2.017 0.60 -0.09 -1.78
H 1.444 -1.710 0.492 -0.88 -0.12 1.04
H -0.955 2.491 0.044 0.67 -0.87 -0.43
H 0.242 2.064 2.209 -0.48 0.69 -0.22
H 1.607 2.370 1.134 0.07 0.18 -0.31
H 0.992 0.793 1.539 0.79 -0.99 -0.21
```
Positions in Å, forces in eV/Å.

ΔE to the lowest compared entry with this formula, charge and spin: 212.08 kJ/mol
largest force on an atom: 0.07795 Eh/bohr
M: 237.08 g mol⁻¹
multiplicity: 1
gap between HOMO and LUMO (alpha / beta): 8.361 / 8.361 eV
net charge: 0